1.
Formula: C5H10N3O
Source: the Open Molecules 2025 dataset
Level of theory: ωB97M-V/def2-TZVPD

Geometry as ORCA input:
```
! wB97M-V def2-TZVPD RIJCOSX def2/J DEFGRID3
* xyz 1 1
C -0.795 2.296 -1.668
N -0.081 1.275 -1.823
C 0.174 0.284 -0.838
C -1.007 -0.231 -0.183
N -1.313 -1.068 0.831
C -2.494 -1.383 1.303
N 1.466 0.217 -0.646
C 2.228 -0.642 0.202
O 1.977 -0.391 1.622
H -1.188 2.468 -0.650
H -0.996 2.983 -2.488
H -1.815 0.153 -0.699
H -0.501 -1.327 1.315
H -2.491 -1.892 2.217
H -3.337 -1.225 0.637
H 1.975 0.657 -1.416
H 2.111 -1.631 -0.027
H 3.387 -0.490 0.215
H 2.701 -0.053 2.097
*
```

Calculated values
Largest force on an atom ... 5.6 eV/A
Frontier orbital gap (alpha / beta) ... 0.2871 / 0.2871 Eh
Relative energy (zero: lowest compared OMol25 entry of this formula, charge and spin) ... 81.0 kcal per mole
Total energy ... -11855.267 eV
SMILES string ... C=N/C(=C/[NH+]=C)NCO
LUMO level (alpha / beta) ... -4.6 / -4.6 eV

***

2.
Formula: C5H7NO
Source: the Open Molecules 2025 dataset
Level of theory: ωB97M-V/def2-TZVPD

Geometry as ORCA input:
```
! wB97M-V def2-TZVPD RIJCOSX def2/J DEFGRID3
* xyz 0 1
C 1.799 1.360 -0.772
C 0.901 0.613 -0.501
C 0.659 -0.856 -0.230
C -0.503 -1.044 0.762
N -1.161 0.247 0.921
C -1.397 0.835 -0.311
O -1.446 0.183 -1.340
H 2.800 1.617 -0.980
H 1.627 -1.156 0.177
H 0.490 -1.387 -1.175
H -1.235 -1.751 0.367
H -0.155 -1.396 1.736
H -0.722 0.834 1.623
H -1.658 1.899 -0.277
*
```

Calculated values
Largest force on an atom ... 2.7 eV/A
Frontier orbital gap ... 0.3881 Eh
Relative energy (zero: lowest compared OMol25 entry of this formula, charge and spin) ... 78.0 kcal per mole
Total energy ... -8832.821 eV
SMILES string ... C#CCCNC=O
LUMO level ... 0.8 eV

***

3.
Formula: C22H40Cl6N4
Source: the Open Molecules 2025 dataset
Level of theory: ωB97M-V/def2-TZVPD

Geometry as ORCA input:
```
! wB97M-V def2-TZVPD RIJCOSX def2/J DEFGRID3
* xyz 0 1
C 8.436 30.697 12.177
C 7.794 31.936 12.755
C 8.467 32.552 13.977
C 9.745 33.224 13.675
N 10.722 33.791 13.477
H 9.340 30.972 11.629
H 7.786 30.153 11.492
H 8.682 29.966 12.950
H 6.775 31.690 13.090
H 7.527 32.710 12.029
H 8.741 31.757 14.681
H 7.810 33.205 14.547
C 4.065 34.745 12.163
C 4.379 36.242 12.092
C 3.843 36.939 10.814
C 3.940 36.080 9.622
N 4.010 35.469 8.650
H 4.327 34.445 13.179
H 4.692 34.121 11.528
H 2.998 34.563 12.037
H 5.462 36.371 12.076
H 3.921 36.749 12.937
H 4.416 37.827 10.551
H 2.780 37.144 10.943
C 3.621 32.071 14.494
C 2.764 30.833 14.337
C 1.515 30.793 15.228
C 0.427 31.581 14.675
N -0.372 32.268 14.217
H 4.543 31.935 13.926
H 3.899 32.061 15.549
H 3.109 32.954 14.125
H 3.359 29.956 14.608
H 2.522 30.629 13.289
H 1.784 30.999 16.264
H 1.087 29.781 15.263
C -1.949 29.176 19.337
C -2.244 30.517 18.686
C -1.157 30.925 17.668
C 0.195 31.055 18.217
N 1.254 31.161 18.645
H -0.964 29.103 19.797
H -2.058 28.374 18.601
H -2.681 28.911 20.103
H -2.270 31.326 19.415
H -3.134 30.403 18.069
H -1.341 31.966 17.383
H -1.140 30.234 16.827
Cl 2.638 34.391 17.859
C 3.967 33.865 18.924
C 5.034 33.049 18.243
Cl 5.821 33.976 16.936
H 3.447 33.292 19.689
H 4.374 34.766 19.375
H 4.665 32.087 17.885
H 5.817 32.742 18.937
Cl -3.827 31.772 15.138
C -3.350 33.389 15.654
C -3.733 34.436 14.649
Cl -3.262 36.102 15.209
H -2.286 33.387 15.881
H -3.887 33.595 16.579
H -4.818 34.507 14.588
H -3.351 34.359 13.637
Cl 5.149 26.416 10.294
C 5.954 27.526 11.471
C 4.966 27.723 12.600
Cl 5.726 28.712 13.896
H 6.157 28.451 10.946
H 6.861 27.012 11.772
H 4.441 26.835 12.941
H 4.136 28.335 12.241
*
```

Calculated values
Largest force on an atom ... 2.0 eV/A
Frontier orbital gap ... 0.4089 Eh
Relative energy (zero: lowest compared OMol25 entry of this formula, charge and spin) ... 22.3 kcal per mole
Total energy ... -104557.098 eV
SMILES string ... CCCC#N.CCCC#N.CCCC#N.CCCC#N.ClCCCl.ClCCCl.ClCCCl
LUMO level ... 0.3 eV

***

4.
Formula: C55H43CrF8O7Pd
Source: the Open Molecules 2025 dataset
Level of theory: ωB97M-V/def2-TZVPD

Geometry as ORCA input:
```
! wB97M-V def2-TZVPD RIJCOSX def2/J DEFGRID3
* xyz 1 7
Pd 6.172 -24.207 10.134
Cr 7.556 -23.407 18.022
C 7.484 -24.904 14.235
C 6.844 -24.506 13.156
C 5.780 -23.415 13.262
O 5.033 -23.115 12.234
C 5.469 -22.785 14.438
C 6.293 -23.123 15.603
C 7.245 -24.375 15.498
O 7.813 -24.756 16.500
O 6.321 -22.503 16.686
O 7.245 -25.040 12.012
H 8.309 -25.599 14.172
H 4.699 -22.051 14.624
O 9.830 -25.010 20.896
C 9.074 -24.552 19.920
O 9.365 -23.509 19.327
O 8.035 -25.030 19.461
H 10.523 -24.385 21.118
F 1.677 -25.378 15.311
C 0.942 -24.225 15.510
C 1.671 -23.014 15.402
C 0.897 -21.855 15.672
C -0.495 -21.867 15.900
C -1.159 -23.082 15.989
C -0.415 -24.273 15.812
H 2.714 -23.014 15.121
H 1.354 -20.886 15.536
H -0.937 -20.900 16.089
H -2.154 -23.097 16.409
H -0.841 -25.264 15.849
F 11.222 -22.810 9.921
C 11.374 -23.734 10.934
C 12.225 -24.767 10.628
C 12.470 -25.836 11.516
C 11.699 -25.864 12.669
C 10.912 -24.805 13.048
C 10.785 -23.700 12.216
H 12.718 -24.757 9.667
H 13.134 -26.639 11.231
H 11.831 -26.694 13.346
H 10.359 -24.807 13.976
H 10.208 -22.875 12.608
F 4.317 -25.308 10.832
C 3.199 -26.003 10.723
C 2.295 -25.945 11.810
C 1.126 -26.605 11.789
C 0.760 -27.275 10.717
C 1.610 -27.311 9.554
C 2.838 -26.699 9.584
H 2.706 -25.418 12.658
H 0.463 -26.735 12.632
H -0.127 -27.884 10.623
H 1.318 -27.932 8.719
H 3.522 -26.825 8.758
F 3.627 -17.494 19.345
C 3.616 -18.121 18.115
C 3.962 -19.467 18.056
C 4.010 -20.081 16.772
C 3.695 -19.337 15.618
C 3.434 -17.935 15.728
C 3.359 -17.319 16.970
H 4.243 -20.102 18.883
H 4.285 -21.125 16.757
H 3.767 -19.828 14.659
H 3.152 -17.359 14.859
H 3.146 -16.265 17.070
F 5.714 -28.764 11.893
C 5.285 -28.434 13.100
C 3.908 -28.431 13.428
C 3.446 -28.008 14.623
C 4.365 -27.584 15.656
C 5.758 -27.527 15.379
C 6.185 -27.958 14.107
H 3.203 -28.789 12.692
H 2.395 -27.883 14.837
H 4.011 -27.272 16.627
H 6.412 -27.047 16.092
H 7.232 -28.062 13.864
F 5.449 -24.376 18.511
C 4.361 -25.156 18.710
C 3.100 -24.615 18.401
C 2.005 -25.457 18.491
C 2.136 -26.814 18.911
C 3.413 -27.251 19.253
C 4.587 -26.453 19.168
H 3.055 -23.557 18.190
H 1.018 -25.084 18.260
H 1.291 -27.459 19.097
H 3.428 -28.224 19.720
H 5.602 -26.768 19.359
F 7.793 -20.965 18.166
C 7.555 -19.664 18.371
C 8.082 -19.005 19.467
C 7.937 -17.615 19.590
C 7.291 -16.910 18.567
C 6.872 -17.512 17.386
C 7.057 -18.920 17.255
H 8.589 -19.589 20.221
H 8.314 -17.065 20.440
H 7.150 -15.858 18.766
H 6.277 -17.024 16.628
H 6.845 -19.469 16.349
F 5.780 -17.040 14.051
C 5.350 -17.561 12.894
C 5.409 -18.932 12.586
C 5.077 -19.408 11.366
C 4.537 -18.500 10.430
C 4.332 -17.162 10.755
C 4.839 -16.681 11.962
H 5.746 -19.660 13.309
H 5.180 -20.467 11.181
H 4.079 -18.905 9.540
H 3.883 -16.412 10.120
H 4.569 -15.694 12.308
*
```

Calculated values
⟨S²⟩ ... 12.07
Largest force on an atom ... 5.9 eV/A
Frontier orbital gap (alpha / beta) ... 0.2215 / 0.1520 Eh
Total energy ... -125694.487 eV
LUMO level (alpha / beta) ... -4.9 / -6.9 eV

***

5.
Formula: C37H27Cl2N7O2TeW
Source: the Open Molecules 2025 dataset
Level of theory: ωB97M-V/def2-TZVPD

Geometry as ORCA input:
```
! wB97M-V def2-TZVPD RIJCOSX def2/J DEFGRID3
* xyz 2 3
W -0.545 0.869 -0.328
Cl -5.029 -0.422 4.736
C -4.381 0.000 3.202
C -3.006 0.181 3.095
C -2.464 0.514 1.865
N -1.075 0.696 1.597
C -0.092 0.843 2.584
O -0.269 0.728 3.770
C 1.251 1.194 2.023
C 2.308 1.501 2.814
C 3.580 1.959 2.424
C 3.948 2.516 1.181
C 3.141 2.871 0.150
N 1.275 1.376 0.593
C -3.296 0.694 0.745
C -4.662 0.497 0.854
C -5.201 0.149 2.088
Cl -6.899 -0.083 2.197
N -2.603 1.043 -0.454
C -3.209 1.187 -1.681
O -4.389 1.242 -1.924
C -2.195 1.280 -2.803
C -2.591 1.339 -4.122
C -1.609 1.404 -5.099
C -0.270 1.407 -4.725
C 0.053 1.328 -3.385
N -0.902 1.251 -2.443
H -2.385 0.053 3.965
H 2.133 1.325 3.871
H 4.346 1.945 3.187
H 4.992 2.773 1.057
H 3.523 3.420 -0.701
H -5.316 0.627 0.008
H -3.648 1.342 -4.349
H -1.879 1.452 -6.146
H 0.521 1.462 -5.459
H 1.079 1.309 -3.043
C 4.312 -2.647 0.037
C 4.475 -1.548 -0.800
C 3.477 -0.590 -0.893
C 2.325 -0.752 -0.134
C 2.155 -1.836 0.713
C 3.157 -2.793 0.792
N 1.276 0.214 -0.243
N 1.770 2.581 0.070
C 0.772 3.556 -0.061
C 1.044 4.913 -0.013
C -0.017 5.789 -0.157
C -1.310 5.298 -0.307
C -1.500 3.937 -0.319
N -0.472 3.072 -0.219
H 5.093 -3.392 0.097
H 5.377 -1.442 -1.386
H 3.584 0.263 -1.550
H 1.253 -1.927 1.303
H 3.030 -3.649 1.442
H 2.051 5.266 0.159
H 0.163 6.855 -0.123
H -2.161 5.957 -0.394
H -2.482 3.494 -0.402
C 0.131 -2.999 -1.630
Te -1.464 -1.746 -0.986
C -1.376 -2.790 0.865
C -0.558 -4.024 0.565
C -0.509 -5.061 1.496
C 0.254 -6.186 1.243
C 0.970 -6.287 0.055
C 0.920 -5.264 -0.873
C 0.157 -4.124 -0.622
H 1.060 -2.432 -1.638
H -0.101 -3.330 -2.640
H -2.399 -3.005 1.169
H -0.923 -2.140 1.612
H -1.076 -4.987 2.416
H 0.281 -6.991 1.965
H 1.557 -7.173 -0.150
H 1.471 -5.351 -1.802
*
```

Calculated values
⟨S²⟩ ... 2.05
Largest force on an atom ... 0.5 eV/A
Frontier orbital gap (alpha / beta) ... 0.2179 / 0.2108 Eh
Total energy ... -87482.923 eV
LUMO level (alpha / beta) ... -6.8 / -7.3 eV

***

6.
Formula: C26H78O13
Source: the Open Molecules 2025 dataset
Level of theory: ωB97M-V/def2-TZVPD

Geometry as ORCA input:
```
! wB97M-V def2-TZVPD RIJCOSX def2/J DEFGRID3
* xyz 1 2
C 1.330 -2.922 -3.333
C 1.950 -4.309 -3.538
O 3.260 -4.217 -4.048
H 0.498 -2.756 -2.649
H 0.794 -2.683 -4.251
H 1.931 -2.018 -3.234
H 1.367 -4.948 -4.201
H 1.992 -4.890 -2.617
H 3.808 -3.923 -3.317
C -3.012 -2.418 4.828
C -3.272 -0.973 4.430
O -3.417 -0.233 5.595
H -2.051 -2.552 5.325
H -2.997 -3.058 3.946
H -3.765 -2.868 5.474
H -4.266 -0.921 3.986
H -2.585 -0.593 3.674
H -3.102 -0.815 6.290
C 3.631 -2.659 -0.560
C 4.862 -3.544 -0.618
O 5.043 -4.278 -1.792
H 2.725 -3.179 -0.247
H 3.489 -2.115 -1.494
H 3.713 -1.895 0.212
H 4.900 -4.220 0.236
H 5.728 -2.895 -0.487
H 5.955 -4.574 -1.766
C 3.742 2.825 1.384
C 2.806 1.724 1.933
O 1.576 2.155 2.186
H 3.264 3.272 0.512
H 4.694 2.402 1.063
H 3.962 3.571 2.148
H 3.272 1.156 2.739
H 2.673 0.868 1.272
H 1.539 2.438 3.102
C -0.669 0.103 0.783
C 0.188 -0.376 -0.436
O -0.546 -0.271 -1.720
H -1.639 -0.390 0.847
H -0.895 1.162 0.658
H -0.171 -0.050 1.741
H 0.572 -1.377 -0.241
H 0.959 0.392 -0.490
H -1.068 0.517 -1.889
C 0.980 -0.056 4.964
C 0.991 -1.192 6.075
O 2.213 -1.272 6.691
H 1.155 0.889 5.478
H -0.010 -0.031 4.509
H 1.746 -0.273 4.220
H 0.753 -2.231 5.848
H 0.136 -0.897 6.683
H 2.208 -2.090 7.194
C -0.402 4.201 -0.196
C 0.691 4.946 -0.922
O 1.172 4.236 -2.073
H -0.450 4.486 0.855
H -0.110 3.154 -0.283
H -1.342 4.432 -0.696
H 1.472 5.206 -0.207
H 0.283 5.862 -1.348
H 0.942 4.772 -2.835
C 1.203 0.193 -6.021
C -0.122 0.173 -5.394
O -0.957 1.205 -5.890
H 1.983 -0.283 -5.427
H 1.570 1.142 -6.412
H 1.377 -0.482 -6.859
H -0.041 0.441 -4.341
H -0.594 -0.808 -5.440
H -1.346 1.634 -5.125
C -3.797 2.592 -3.718
C -2.691 2.059 -2.792
O -1.494 2.408 -3.404
H -3.798 1.999 -4.633
H -3.809 3.673 -3.858
H -4.698 2.321 -3.168
H -2.663 0.977 -2.662
H -2.698 2.573 -1.831
H -1.229 3.166 -2.878
C 0.494 -4.698 2.214
C 1.552 -3.764 2.665
O 0.955 -2.497 2.882
H 0.842 -5.728 2.294
H 0.234 -4.408 1.196
H -0.438 -4.721 2.778
H 2.373 -3.609 1.963
H 1.916 -4.144 3.619
H 1.437 -1.956 3.512
C -4.101 2.148 3.071
C -3.227 2.893 2.123
O -3.239 4.282 2.407
H -5.167 2.366 3.131
H -3.608 2.290 4.033
H -3.946 1.072 2.989
H -3.505 2.642 1.099
H -2.188 2.595 2.266
H -2.892 4.378 3.297
C -4.555 -0.790 -0.636
C -5.606 -0.202 -1.637
O -6.768 -0.834 -1.694
H -3.803 -0.009 -0.524
H -4.097 -1.619 -1.177
H -4.938 -1.103 0.335
H -5.061 -0.117 -2.577
H -5.782 0.829 -1.329
H -7.417 -0.396 -2.249
C 3.342 0.564 -1.888
C 3.127 1.581 -3.017
O 3.700 2.808 -2.526
H 2.743 -0.343 -1.959
H 3.072 1.090 -0.972
H 4.387 0.257 -1.858
H 2.103 1.789 -3.329
H 3.662 1.212 -3.892
H 3.001 3.346 -2.147
*
```

Calculated values
⟨S²⟩ ... 0.75
Largest force on an atom ... 4.1 eV/A
Frontier orbital gap (alpha / beta) ... 0.3505 / 0.1007 Eh
Relative energy (zero: lowest compared OMol25 entry of this formula, charge and spin) ... 109.4 kcal per mole
Total energy ... -54828.518 eV
LUMO level (alpha / beta) ... -2.4 / -9.2 eV

***

> What is the total energy in the sixth record?

-54828.518 eV

***

What did the fifth record say?
Formula: C37H27Cl2N7O2TeW
Source: the Open Molecules 2025 dataset
Level of theory: ωB97M-V/def2-TZVPD

Geometry as ORCA input:
```
! wB97M-V def2-TZVPD RIJCOSX def2/J DEFGRID3
* xyz 2 3
W -0.545 0.869 -0.328
Cl -5.029 -0.422 4.736
C -4.381 0.000 3.202
C -3.006 0.181 3.095
C -2.464 0.514 1.865
N -1.075 0.696 1.597
C -0.092 0.843 2.584
O -0.269 0.728 3.770
C 1.251 1.194 2.023
C 2.308 1.501 2.814
C 3.580 1.959 2.424
C 3.948 2.516 1.181
C 3.141 2.871 0.150
N 1.275 1.376 0.593
C -3.296 0.694 0.745
C -4.662 0.497 0.854
C -5.201 0.149 2.088
Cl -6.899 -0.083 2.197
N -2.603 1.043 -0.454
C -3.209 1.187 -1.681
O -4.389 1.242 -1.924
C -2.195 1.280 -2.803
C -2.591 1.339 -4.122
C -1.609 1.404 -5.099
C -0.270 1.407 -4.725
C 0.053 1.328 -3.385
N -0.902 1.251 -2.443
H -2.385 0.053 3.965
H 2.133 1.325 3.871
H 4.346 1.945 3.187
H 4.992 2.773 1.057
H 3.523 3.420 -0.701
H -5.316 0.627 0.008
H -3.648 1.342 -4.349
H -1.879 1.452 -6.146
H 0.521 1.462 -5.459
H 1.079 1.309 -3.043
C 4.312 -2.647 0.037
C 4.475 -1.548 -0.800
C 3.477 -0.590 -0.893
C 2.325 -0.752 -0.134
C 2.155 -1.836 0.713
C 3.157 -2.793 0.792
N 1.276 0.214 -0.243
N 1.770 2.581 0.070
C 0.772 3.556 -0.061
C 1.044 4.913 -0.013
C -0.017 5.789 -0.157
C -1.310 5.298 -0.307
C -1.500 3.937 -0.319
N -0.472 3.072 -0.219
H 5.093 -3.392 0.097
H 5.377 -1.442 -1.386
H 3.584 0.263 -1.550
H 1.253 -1.927 1.303
H 3.030 -3.649 1.442
H 2.051 5.266 0.159
H 0.163 6.855 -0.123
H -2.161 5.957 -0.394
H -2.482 3.494 -0.402
C 0.131 -2.999 -1.630
Te -1.464 -1.746 -0.986
C -1.376 -2.790 0.865
C -0.558 -4.024 0.565
C -0.509 -5.061 1.496
C 0.254 -6.186 1.243
C 0.970 -6.287 0.055
C 0.920 -5.264 -0.873
C 0.157 -4.124 -0.622
H 1.060 -2.432 -1.638
H -0.101 -3.330 -2.640
H -2.399 -3.005 1.169
H -0.923 -2.140 1.612
H -1.076 -4.987 2.416
H 0.281 -6.991 1.965
H 1.557 -7.173 -0.150
H 1.471 -5.351 -1.802
*
```

Calculated values
⟨S²⟩ ... 2.05
Largest force on an atom ... 0.5 eV/A
Frontier orbital gap (alpha / beta) ... 0.2179 / 0.2108 Eh
Total energy ... -87482.923 eV
LUMO level (alpha / beta) ... -6.8 / -7.3 eV

***

> The lowest largest force on an atom belongs to which entry?

C37H27Cl2N7O2TeW